Record 1
This record from the Open Molecules 2025 dataset describes a structure of composition C9H8N2O3 at a distorted geometry. The level of theory is ωB97M-V/def2-TZVPD.

Structure (XYZ):
```
22
Properties=species:S:1:pos:R:3:forces:R:3:nbo_charge:R:1
C -1.96469 -2.20015 -1.08600 2.351 3.022 0.048 -0.223
C -0.81222 -2.84874 -0.73004 2.145 0.302 0.488 -0.157
C -1.91316 -0.80547 -1.12705 -1.132 1.146 2.201 -0.117
C 0.36841 -2.20172 -0.29659 -0.355 1.038 0.343 -0.202
C -0.80405 -0.16720 -0.51581 -0.877 -0.239 -1.526 -0.249
C 0.37072 -0.78984 -0.08950 -1.660 -2.633 -0.391 0.075
C -0.80734 1.27720 -0.53434 2.922 0.308 2.011 0.689
C 1.36940 0.00490 0.65265 1.950 1.046 -0.017 -0.491
C 0.94438 1.46975 0.46175 -2.287 -1.069 -0.489 0.159
N 1.74202 2.45665 -0.12571 -1.214 -1.138 0.197 -0.839
N 0.20557 1.82794 1.67637 -0.287 3.088 0.847 0.468
O -0.42380 1.02189 2.36812 0.729 0.201 -0.935 -0.419
O -1.45489 2.18120 -0.90057 0.015 -0.191 -0.074 -0.463
O 0.14974 3.06503 1.86741 -0.063 -1.403 0.014 -0.435
H -2.68920 -2.72253 -1.54384 -2.871 -1.723 -1.077 0.215
H -0.77119 -3.90629 -0.81366 0.001 -0.829 -0.063 0.215
H -2.81609 -0.08277 -1.19956 1.457 -1.645 -0.698 0.240
H 1.28935 -2.75444 -0.09031 -0.487 -0.041 0.049 0.219
H 1.36875 -0.14520 1.76409 -0.384 -0.431 -1.063 0.276
H 2.44331 -0.24210 0.36691 -1.270 0.536 -0.109 0.235
H 1.53264 3.38365 0.16729 0.093 0.567 0.238 0.420
H 2.67235 2.17823 -0.27160 1.224 0.090 0.007 0.383
```
Positions in Å, forces in eV/Å.

## Properties
lowest unoccupied orbital energy: -0.3476 eV
ΔE to the lowest compared entry with this formula, charge and spin: 293.4 kJ/mol
HOMO energy: -8.35 eV
E: -682.831926 hartree

=====

Record 2
This record from the Open Molecules 2025 dataset describes a structure of composition C22H35AlBBrClF6N2NaO12S2 at a distorted geometry. The level of theory is ωB97M-V/def2-TZVPD.

Structure (XYZ):
```
84
Properties=species:S:1:pos:R:3:forces:R:3:lowdin_charge:R:1
C -1.82700 -4.14782 -2.50260 -1.484 -2.104 -3.753 -0.285
O -1.03293 -3.29574 -3.41671 -0.819 1.181 1.793 -0.303
C -0.86231 -1.95835 -2.82594 0.309 1.369 -0.985 -0.320
C -1.13893 -0.86505 -4.03933 1.622 0.085 0.624 -0.130
C -1.47744 0.58227 -3.36377 -0.185 -0.457 1.115 -0.107
C -3.04497 1.03384 -3.37127 0.349 0.889 -3.533 -0.254
O -3.69086 1.49277 -2.11128 -2.381 -1.295 -1.764 -0.189
S -5.27580 1.86700 -2.71792 0.144 7.337 -1.688 0.910
O -6.48259 1.70259 -1.76374 3.440 -0.019 -3.554 -0.702
O -5.10177 3.35634 -3.09839 -0.773 -5.148 1.384 -0.313
O -5.31296 1.09466 -4.25625 1.103 0.409 3.476 -0.194
C -4.19370 0.11199 -4.08238 0.260 -1.046 -0.009 -0.154
B -4.96498 -1.06298 -3.16798 0.140 -1.887 0.945 -0.477
O -4.25468 -1.51352 -1.96227 -2.446 0.546 -1.904 0.077
N -6.28358 -1.56134 -3.71407 2.952 -0.749 1.138 -0.148
C -6.12941 -2.59329 -4.80789 -0.568 1.087 -1.317 -0.069
C -7.26956 -1.96537 -2.64507 -0.775 -0.278 0.839 -0.161
H -1.67741 -3.88333 -1.37136 -1.375 -0.546 -1.288 -0.175
H -2.96514 -3.96827 -2.78054 1.687 -0.731 1.221 0.068
H -1.48994 -5.26502 -2.70108 -1.185 2.474 0.634 0.125
H -1.56364 -1.75271 -1.90313 1.166 -0.419 -2.191 0.095
H 0.26025 -1.83976 -2.44062 -2.603 -0.065 -1.034 0.097
H -1.88509 -1.23597 -4.85861 1.076 0.772 1.569 0.094
H -0.08705 -0.74147 -4.59108 -2.416 -0.248 0.991 0.133
H -1.14808 0.51161 -2.22091 -0.523 0.250 -2.572 0.118
H -0.84485 1.39413 -3.92046 -1.410 -1.360 1.279 0.126
H -3.04890 2.00654 -4.05312 -0.021 -1.887 1.365 0.158
H -4.02434 -0.31840 -5.16093 0.133 1.284 1.975 0.168
H -4.78519 -2.15353 -1.40523 0.634 0.866 -1.002 0.136
H -6.57212 -3.63906 -4.52182 1.040 1.971 -0.385 0.127
H -6.69394 -2.16038 -5.76691 1.192 -1.329 1.839 0.117
H -4.98807 -2.67150 -5.14664 -2.354 0.094 0.465 0.048
H -7.12646 -3.10112 -2.32156 -0.516 2.401 -0.855 0.121
H -8.36999 -1.74108 -3.02551 2.431 -0.823 0.934 0.115
H -7.11707 -1.31168 -1.66965 -0.285 -1.337 -2.266 0.014
Na -3.16999 -3.51635 -4.73386 0.589 -0.654 0.396 0.614
C 0.56987 3.21502 0.91787 0.517 0.515 -0.161 -0.199
C 0.75119 3.65928 -0.53109 -0.751 0.054 -0.020 -0.164
O 1.78526 2.82623 -1.05023 0.230 -0.676 0.852 -0.183
S 1.70554 1.36791 -0.32402 0.204 -0.888 -0.616 0.687
O 0.97722 0.47035 -1.19297 1.260 1.149 1.433 -0.229
O 3.00765 1.05530 0.21743 -1.662 0.317 -0.803 -0.231
O 0.72211 1.79664 0.90356 0.195 -0.138 -0.737 -0.195
H 1.35115 3.63498 1.55957 -0.144 -0.154 -0.401 0.116
H -0.41155 3.48920 1.31398 0.069 -0.280 -0.135 0.129
H 1.02784 4.71316 -0.61211 0.197 -0.267 -0.060 0.139
H -0.15617 3.47546 -1.11611 0.013 0.085 0.092 0.134
C 5.30825 -2.32053 1.13322 0.282 -0.265 0.073 -0.052
C 5.14462 -1.14244 2.07555 -0.401 0.106 -1.011 -0.212
O 5.57739 -1.49052 3.39960 2.106 0.105 1.178 0.017
C 6.92815 -1.43037 3.62763 -0.749 0.813 -3.047 -0.310
O 7.75222 -1.10964 2.77536 -1.550 -0.780 2.341 0.124
C 7.24388 -1.77397 5.08258 0.637 -0.947 2.437 -0.468
F 6.56361 -2.87049 5.52558 0.453 1.009 -0.805 0.144
F 6.91850 -0.75695 5.93139 0.113 -0.502 -1.042 0.140
F 8.56417 -2.03834 5.29417 -1.234 0.420 -0.731 0.141
H 4.79278 -3.20248 1.52632 -0.081 0.197 -0.086 0.089
H 4.90535 -2.08494 0.14436 0.003 0.016 0.179 0.087
H 6.36256 -2.59275 1.02095 -0.124 0.149 -0.047 0.078
H 4.08454 -0.87592 2.14725 0.265 -0.107 0.320 0.120
H 5.67412 -0.25513 1.71042 0.085 -0.227 0.223 0.125
F 0.85171 4.57836 3.29597 -0.106 0.320 0.616 0.061
C 0.19586 4.16671 4.38914 -0.216 -0.432 0.285 -0.331
C 0.08560 5.01894 5.48239 0.061 0.499 -0.280 -0.211
C -0.60161 4.59265 6.61887 -0.332 -0.412 0.193 -0.157
C -1.16207 3.31341 6.65348 -0.119 0.191 0.147 -0.057
C -1.04166 2.46351 5.55299 0.055 0.307 -0.041 -0.013
C -0.36410 2.89422 4.41262 -0.058 -0.036 -0.204 0.033
H 0.53456 6.00592 5.44048 0.256 -0.058 0.045 0.121
H -0.70010 5.25426 7.47592 0.109 -0.111 -0.096 0.124
H -1.69414 2.97969 7.54180 0.139 0.064 -0.181 0.125
H -1.47515 1.46680 5.58380 0.096 0.191 -0.062 0.134
H -0.26877 2.24991 3.54492 0.061 0.002 0.080 0.130
F -9.16999 -2.46089 -1.51570 -0.814 -0.120 0.699 -0.630
Cl -0.36999 -3.47981 -0.71841 3.391 0.368 3.954 0.273
Al -2.16999 6.06819 4.66959 -0.050 -0.352 0.032 1.046
F -3.36999 -6.13313 -2.44751 -0.236 0.232 -0.481 -0.679
Br -6.96999 0.72012 -0.04362 -0.464 -1.019 2.009 0.550
C 10.79392 -0.21939 2.27992 0.534 -0.429 -1.088 -0.081
C 11.47046 -0.71230 1.01113 3.737 -2.677 -6.936 -0.210
N 12.03163 -1.12118 -0.04139 -4.497 3.278 8.424 0.075
H 11.32533 -0.59857 3.15717 -0.008 0.006 -0.220 0.077
H 10.79977 0.87371 2.30497 0.083 -0.173 -0.115 0.076
H 9.75896 -0.57078 2.31112 0.300 0.025 -0.085 0.034
```
Positions in Å, forces in eV/Å.

## Properties
lowest unoccupied orbital energy: -4.0743 eV
HOMO energy: -5.41 eV
E: -6730.288517 hartree

=====

Record 3
This record from the Open Molecules 2025 dataset describes a structure of composition C5H13N3 at a distorted geometry. The level of theory is ωB97M-V/def2-TZVPD.

Structure (XYZ):
```
21
Properties=species:S:1:pos:R:3:forces:R:3:nbo_charge:R:1
C 0.87485 -0.05405 0.01065 1.520 -1.194 -1.272 0.236
C 0.05642 -0.73493 -1.02678 -0.291 1.668 0.034 -0.008
C -1.72397 0.41308 0.34032 -1.421 0.108 -3.249 -0.046
C 1.24507 1.40327 0.03157 -0.153 -0.160 -0.352 -0.686
C 1.41166 -0.84704 1.16719 0.601 -0.313 -0.576 -0.687
N -1.07340 0.03160 -1.43135 -1.853 0.545 3.282 -0.657
N 1.16948 -0.68512 -1.88307 1.365 -0.404 1.733 -0.617
N -2.50180 -0.67740 0.74778 0.182 -0.230 0.145 -0.820
H -0.75288 0.94467 -1.75602 0.050 -0.099 0.122 0.325
H 1.24086 0.22275 -2.34586 -0.275 0.042 0.289 0.321
H -0.22328 -1.75258 -0.74742 0.035 0.025 -0.018 0.178
H -3.03894 -1.08187 -0.00758 0.011 0.083 0.034 0.383
H -1.97793 -1.39918 1.22306 -0.012 0.015 -0.039 0.362
H -2.33363 1.21641 -0.05853 -0.259 0.088 0.338 0.185
H -1.14224 0.79801 1.17749 0.816 -0.283 -0.597 0.187
H 2.33221 1.52029 0.01490 -0.074 -0.026 -0.039 0.230
H 1.15918 -0.37896 2.12190 -0.098 0.153 -0.094 0.225
H 0.90537 1.88390 0.95298 -0.124 -0.100 0.041 0.219
H 0.82872 1.95101 -0.81378 0.025 0.048 0.056 0.217
H 1.04154 -1.87229 1.16874 -0.060 0.026 -0.019 0.219
H 2.50271 -0.90157 1.11383 0.014 0.008 0.181 0.233
```
Positions in Å, forces in eV/Å.

## Properties
lowest unoccupied orbital energy (alpha / beta): 0.7672 / 0.7670 eV
ΔE to the lowest compared entry with this formula, charge and spin: 449.4 kJ/mol
HOMO energy (alpha / beta): -7.98 / -7.98 eV
E: -362.411128 hartree

=====

Record 4
This record from the Open Molecules 2025 dataset describes a structure of composition C10H19InNO4 at a distorted geometry. The level of theory is ωB97M-V/def2-TZVPD.

Structure (XYZ):
```
35
Properties=species:S:1:pos:R:3:forces:R:3:nbo_charge:R:1
In 0.67882 -3.48885 0.11113 -0.185 0.574 0.333 0.950
C 2.06102 -2.23136 -2.81233 -0.397 -0.538 0.738 0.878
O 0.83435 -2.31617 -3.00101 -0.011 0.215 -0.197 -0.317
O 2.86203 -2.54769 -3.68381 0.374 0.130 -0.464 -0.235
O 2.45266 -1.95194 -1.65510 0.000 0.218 -0.148 -0.376
C -2.46636 0.61483 0.53589 -0.246 0.482 -0.199 -0.656
C -1.31855 -0.11199 -0.20072 -0.834 -0.012 -0.332 0.108
C -0.82988 0.72866 -1.38950 0.106 0.378 0.686 -0.394
C 0.06285 1.89130 -0.97711 0.283 -0.362 0.069 -0.409
C 1.25909 1.39517 -0.16919 -0.729 0.277 0.027 -0.393
C 0.82536 0.53223 1.04344 0.814 0.358 -0.080 0.094
N -0.16511 -0.46140 0.62545 0.662 -0.809 -1.147 -0.180
O -0.49485 -1.37246 1.64883 -0.211 0.133 0.096 -0.617
C 2.08309 -0.21755 1.46062 0.008 -1.278 1.221 -0.614
C 0.33730 1.43766 2.16844 -0.439 0.825 0.809 -0.662
C -1.91528 -1.39570 -0.80543 0.432 -0.329 0.989 -0.596
H -3.41996 0.36311 0.06850 0.054 -0.120 -0.011 0.233
H -2.59726 0.40910 1.60077 0.216 -0.162 -0.017 0.206
H -2.38478 1.69683 0.41946 0.154 -0.004 0.219 0.226
H -0.29510 0.03183 -2.03864 -0.017 0.290 -0.319 0.205
H -1.70146 1.16582 -1.87880 -0.064 -0.459 -0.281 0.229
H 0.37381 2.41982 -1.87858 0.129 0.090 0.095 0.231
H -0.47592 2.61078 -0.35508 -0.194 -0.022 -0.133 0.206
H 1.75100 2.27213 0.24969 0.345 -0.151 -0.056 0.228
H 1.98166 0.85132 -0.77786 -0.119 -0.074 -0.112 0.210
H 2.82807 0.39795 1.96371 0.066 0.327 -0.519 0.242
H 2.51195 -0.81353 0.65200 0.162 0.542 -0.285 0.204
H 1.88409 -0.98180 2.22761 -0.381 0.267 0.040 0.213
H -0.69829 1.77226 2.08070 -0.058 -0.298 -0.258 0.222
H 0.87760 2.38687 2.20143 0.306 -0.208 -0.139 0.237
H 0.43650 1.03565 3.17977 0.046 -0.371 -0.174 0.227
H -2.35094 -2.00892 -0.01198 -0.287 0.074 -0.118 0.214
H -2.67382 -1.14263 -1.53959 0.031 -0.130 -0.114 0.243
H -1.12950 -2.01871 -1.25328 -0.052 0.250 -0.385 0.166
H -1.18418 -0.95259 2.19057 0.038 -0.105 0.168 0.478
```
Positions in Å, forces in eV/Å.

## Properties
lowest unoccupied orbital energy: -9.0516 eV
total charge: +1
ΔE to the lowest compared entry with this formula, charge and spin: 0.0 kJ/mol
HOMO energy: -12.51 eV
E: -937.841648 hartree

=====

Record 5
This record from the Open Molecules 2025 dataset describes the ion C3H10N3 with charge +1 at a distorted geometry. The level of theory is ωB97M-V/def2-TZVPD.

Structure (XYZ):
```
16
Properties=species:S:1:pos:R:3:forces:R:3:nbo_charge:R:1
C 0.87882 0.58575 2.16483 4.706 -1.381 2.059 -0.706
C 0.34273 0.65368 0.78501 -3.367 1.341 0.401 -0.230
N 0.77814 -0.39150 -0.25429 -4.364 -0.085 0.753 -0.600
C -0.37099 -0.58673 -1.08825 1.813 1.562 -1.076 0.710
N -0.40657 -0.08140 -2.35568 1.341 -0.079 -1.204 -0.770
N -1.52501 -1.08167 -0.64717 0.907 -1.525 1.863 -0.752
H 1.90358 1.09421 2.14690 -0.193 -1.654 -0.576 0.225
H 0.95300 -0.52397 2.43990 0.356 1.546 -0.211 0.229
H 0.80049 1.10870 3.16659 -2.415 -0.042 -1.448 0.302
H -0.79427 0.55352 0.95953 1.653 -0.033 -1.026 0.213
H 0.47898 1.66256 0.36598 0.060 -0.400 -0.101 0.210
H 1.64605 -0.23258 -0.70733 0.589 0.323 -0.635 0.413
H 0.38722 0.37081 -2.93834 -1.521 -1.052 2.193 0.455
H -1.15242 -0.37862 -2.99582 0.378 0.050 0.637 0.418
H -2.33962 -1.01015 -1.22557 -0.244 -0.044 -0.109 0.426
H -1.58013 -1.74262 0.18372 0.300 1.473 -1.521 0.457
```
Positions in Å, forces in eV/Å.

## Properties
lowest unoccupied orbital energy: -3.5384 eV
total charge: +1
ΔE to the lowest compared entry with this formula, charge and spin: 231.8 kJ/mol
HOMO energy: -14.41 eV
E: -284.287685 hartree

=====

Record 6
This record from the Open Molecules 2025 dataset describes a structure of composition C18H13InN3O4S2SbSe5 at a distorted geometry. The level of theory is ωB97M-V/def2-TZVPD.

Structure (XYZ):
```
47
Properties=species:S:1:pos:R:3:forces:R:3:nbo_charge:R:1
In 0.48717 1.62911 1.20965 -0.424 0.205 -0.003 1.402
O -2.03718 4.57883 -1.10100 0.008 -0.037 -0.016 -0.678
C -3.24925 4.14265 -0.73416 -0.037 -0.049 0.114 0.350
C -4.34510 4.97329 -0.98751 -0.056 0.000 -0.113 -0.290
C -5.62427 4.57583 -0.65158 0.088 0.036 0.007 -0.194
C -5.84121 3.34493 -0.03836 -0.062 -0.042 -0.045 -0.288
C -4.75977 2.52562 0.23077 0.034 0.098 -0.011 -0.157
C -3.45949 2.90474 -0.10005 0.085 -0.014 -0.047 -0.139
C -2.30819 2.01045 0.22116 0.143 -0.185 -0.355 0.573
O -1.13268 2.35016 -0.19028 -0.186 -0.085 0.222 -0.790
N -2.59195 0.91253 0.86454 -0.384 -0.102 0.226 -0.456
N -1.48356 0.18835 1.27342 0.516 0.328 -0.066 -0.364
C -1.54268 -1.06326 1.07705 -0.451 -0.064 0.005 -0.046
S -0.38780 -2.19884 1.75853 0.119 -0.014 -0.112 0.310
C -1.05638 -3.66551 0.91493 0.021 0.117 0.105 -0.533
C -1.79436 -3.19973 -0.32431 -0.074 0.038 0.032 -0.547
S -2.85547 -1.80723 0.14746 0.053 0.031 -0.031 0.261
H -1.39209 3.87815 -0.82531 -0.001 0.053 0.033 0.526
H -4.16427 5.92576 -1.47027 0.039 -0.011 0.026 0.210
H -6.45486 5.23796 -0.86982 -0.023 -0.036 0.020 0.194
H -6.84503 3.02682 0.21476 0.012 0.008 0.028 0.196
H -4.88875 1.56559 0.71140 -0.014 0.002 0.004 0.232
H -1.72445 -4.18810 1.59934 -0.024 -0.051 -0.039 0.207
H -0.20870 -4.30470 0.66568 -0.001 -0.006 -0.013 0.230
H -2.42996 -3.98477 -0.73544 0.026 -0.006 -0.005 0.219
H -1.10336 -2.84211 -1.08919 0.025 -0.069 -0.012 0.245
Se 0.92643 3.62346 2.47195 0.008 -0.243 -0.066 -0.984
O 1.98196 -0.10056 1.99914 0.102 0.074 -0.302 -0.680
C 2.11676 -0.45045 0.81135 -0.617 -0.835 0.309 0.649
N 1.22529 0.00322 -0.14197 0.206 0.369 0.466 -0.795
C 1.15747 -0.88754 -1.17775 -0.031 0.040 -0.110 0.669
O 0.37871 -0.88535 -2.11315 0.013 -0.061 0.015 -0.615
C 2.20649 -1.94668 -0.91942 0.059 0.044 0.092 -0.138
C 2.56053 -3.06624 -1.64121 -0.047 -0.021 -0.066 -0.184
C 3.58985 -3.86146 -1.14133 -0.002 0.012 -0.029 -0.224
C 4.22034 -3.54546 0.05825 -0.099 -0.047 0.095 -0.207
C 3.81763 -2.44582 0.81351 -0.007 -0.072 0.051 -0.209
C 2.81739 -1.65420 0.29081 0.013 0.044 -0.100 -0.035
H 2.04922 -3.31603 -2.56303 0.039 0.059 -0.029 0.217
H 3.90553 -4.73767 -1.69539 0.019 0.008 0.007 0.200
H 5.02040 -4.17698 0.42434 0.016 0.007 -0.023 0.207
H 4.26597 -2.21751 1.77098 0.044 0.072 -0.023 0.241
Se 5.52424 0.78442 1.97468 0.560 -0.134 0.269 -0.350
Sb 6.99331 -0.49062 0.12293 -0.129 0.137 0.008 0.694
Se 9.09359 0.66923 0.06605 -0.048 -0.059 -0.004 -0.823
Se 5.35948 0.88539 -1.51104 0.339 -0.103 -0.193 -0.384
Se 3.98301 1.30034 0.32890 0.128 0.564 -0.323 0.079
```
Positions in Å, forces in eV/Å.

## Properties
lowest unoccupied orbital energy: 3.6337 eV
total charge: -2
ΔE to the lowest compared entry with this formula, charge and spin: 14.8 kJ/mol
HOMO energy: -1.96 eV
E: -14393.120115 hartree